# C22H42Cl2F4N6O7S

A cluster of 6 separate species, C22H42Cl2F4N6O7S in total (ωB97M-V/def2-TZVPD, the OMol25 dataset).

E_tot	-3436.58303	Eh
HOMO level	-8.9	eV

The geometry in ORCA input format:
```
! RIJCOSX wB97M-V def2-TZVPD def2/J DEFGRID3
* xyz 0 1
C -0.96787 -2.93831 3.80197
C -1.81307 -1.58864 4.02524
Cl -2.55063 -1.32305 5.66842
C -1.99053 -0.67086 2.95390
Cl -3.00055 0.79142 3.30282
N -1.36604 -1.02972 1.68238
C 0.04105 -0.54316 1.51034
C 0.43239 0.79129 2.28224
C -0.25238 2.11920 1.67636
F -0.44636 2.33846 0.29996
C -0.62122 3.11298 2.61751
F -1.72823 3.95465 2.49843
F 0.15651 3.28741 3.79174
S -2.37005 -0.76446 0.32371
O -3.59526 -1.62816 0.51943
O -2.84453 0.63499 0.12506
F -1.57905 -1.41130 -1.00845
H -1.68832 -3.70984 3.34750
H -0.12831 -2.80998 3.05352
H -0.49115 -3.29956 4.76472
H 0.80105 -1.34902 1.83259
H 0.23675 -0.40129 0.38385
H 1.55755 0.94825 2.09345
H 0.33310 0.73844 3.41796
C 4.65585 -1.84319 -1.18045
N 3.55535 -1.82122 -0.23942
C 3.48551 -1.17694 0.95313
C 4.67765 -0.37261 1.39296
O 2.46574 -1.26264 1.63672
H 4.30027 -1.44612 -2.13302
H 4.96747 -2.88014 -1.31937
H 5.50293 -1.25409 -0.83660
H 2.71878 -2.33971 -0.46751
H 4.47070 0.08148 2.36200
H 5.55007 -1.02085 1.49426
H 4.87871 0.42415 0.67441
C -4.86583 1.71651 7.64127
N -5.21349 0.36708 7.24995
C -6.40087 -0.27785 7.41847
C -7.52019 0.47008 8.09191
O -6.53053 -1.42905 7.02690
H -4.56910 2.26797 6.74645
H -4.01822 1.66749 8.32829
H -5.69328 2.23090 8.12479
H -4.51107 -0.19565 6.79160
H -8.39825 -0.17253 8.15377
H -7.22662 0.75276 9.10485
H -7.78118 1.35732 7.51167
C 3.27271 7.21931 1.22747
N 3.79353 5.91157 1.56575
C 3.47280 4.71054 1.01181
C 2.45316 4.69353 -0.09453
O 4.01068 3.68775 1.41796
H 4.10767 7.85271 0.92035
H 2.80977 7.64593 2.11972
H 2.53894 7.17520 0.42596
H 4.48291 5.84445 2.30034
H 2.30322 3.66826 -0.43259
H 1.49927 5.08016 0.26967
H 2.80623 5.28777 -0.93969
C -1.79488 -4.41100 -5.51483
N -0.50156 -3.77611 -5.38738
C 0.01853 -3.15046 -4.29982
C -0.82224 -3.08814 -3.05244
O 1.14222 -2.65689 -4.35326
H -1.63812 -5.46031 -5.77429
H -2.33965 -3.92021 -6.32444
H -2.37739 -4.34879 -4.59783
H 0.12024 -3.78020 -6.19282
H -0.27473 -2.56038 -2.27443
H -1.74861 -2.54667 -3.25128
H -1.04145 -4.09714 -2.69730
C 1.85979 -0.72449 -10.25663
N 1.44200 -1.88862 -9.50458
C 1.28189 -2.00551 -8.15921
C 1.56284 -0.79970 -7.30570
O 0.91880 -3.07167 -7.67861
H 1.06907 -0.47212 -10.96622
H 2.76707 -0.97951 -10.80822
H 2.05579 0.13120 -9.61480
H 1.23525 -2.73812 -10.00991
H 1.39096 -1.05076 -6.25804
H 2.60421 -0.49287 -7.42139
H 0.89382 0.01839 -7.58047
*
```

# C38H50AsBN2O4S3Ti

A structure of composition C38H50AsBN2O4S3Ti (ωB97M-V/def2-TZVPD, the OMol25 dataset).

E_tot	-6193.07513	Eh
ΔE to the lowest compared entry with this formula, charge and spin	0.000	eV
HOMO level (spin up / spin down)	-9.9 / -10.4	eV

The geometry in ORCA input format:
```
! RIJCOSX wB97M-V def2-TZVPD def2/J DEFGRID3
* xyz 1 2
Ti 0.38652 0.38516 -0.41238
C 0.50644 3.24719 -1.95776
O 1.19337 2.10496 -1.43766
C 2.58385 2.11100 -1.47775
C 3.32092 3.13881 -2.02920
C 4.70414 3.05968 -2.01896
C 5.33593 1.96033 -1.45483
C 4.58678 0.93875 -0.90175
C 3.20112 0.99999 -0.91226
N 2.35218 0.00249 -0.34850
N 2.97902 -1.01470 0.10192
C 2.35485 -2.05539 0.70733
C 0.95291 -2.16105 0.83744
O 0.15079 -1.25908 0.33447
C 0.39777 -3.29184 1.48392
C 1.19651 -4.27975 1.96205
C 2.61379 -4.22738 1.83557
C 3.42723 -5.26812 2.32963
C 4.78915 -5.20795 2.20074
C 5.37854 -4.10015 1.57230
C 4.60712 -3.07334 1.08524
C 3.20678 -3.11303 1.20524
H 0.77556 4.13991 -1.39594
H -0.55528 3.05343 -1.84469
H 0.73953 3.38090 -3.01279
H 2.84013 4.00241 -2.46478
H 5.28413 3.86467 -2.44936
H 6.41588 1.90543 -1.44152
H 5.06492 0.08387 -0.44742
H -0.68056 -3.32749 1.57840
H 0.75761 -5.13938 2.45587
H 2.95219 -6.11352 2.81273
H 5.41145 -6.00757 2.58054
H 6.45558 -4.05523 1.47259
H 5.07104 -2.22390 0.60433
C 1.54420 -2.99111 -2.42084
C 1.74095 -1.83475 -3.41322
S 0.71368 -0.35195 -3.17104
C -0.74905 -0.59986 -4.21876
C -1.50356 -1.89881 -4.02553
S -1.96331 -2.19005 -2.29068
C -2.00801 -4.00717 -2.27451
C -0.68924 -4.67535 -1.89852
S 0.67473 -4.45267 -3.08132
H 0.99964 -2.65067 -1.54399
H 2.52396 -3.33902 -2.09370
H 1.63696 -2.15497 -4.45067
H 2.75150 -1.43977 -3.30363
H -0.43934 -0.51143 -5.26002
H -1.37574 0.26324 -3.98700
H -0.89078 -2.73756 -4.34442
H -2.40789 -1.87865 -4.63655
H -2.36157 -4.34944 -3.24681
H -2.76662 -4.27687 -1.53757
H -0.84350 -5.75412 -1.84255
H -0.34296 -4.34396 -0.91884
C 2.31852 3.14045 4.03987
C 1.06630 2.90567 3.22214
C 0.35418 4.22728 2.95764
O 1.43806 2.36012 1.92656
B 0.45402 1.47667 1.53442
O -0.44707 1.24605 2.55858
C 0.11466 1.80811 3.77834
C 0.86553 0.67888 4.47574
C -1.00877 2.31629 4.65516
H 2.91636 3.92059 3.56799
H 2.92562 2.23891 4.10581
H 2.05689 3.46829 5.04809
H 1.02354 4.87629 2.39267
H 0.09079 4.72868 3.88970
H -0.55370 4.07088 2.37102
H 1.67637 0.30999 3.84439
H 0.17123 -0.14141 4.66111
H 1.27958 1.00599 5.43039
H -1.64802 3.01827 4.12048
H -0.60446 2.81155 5.54072
H -1.62066 1.47540 4.98315
C -2.74847 2.67446 0.54848
As -2.28343 1.07314 -0.45494
C -3.20179 -0.26172 0.61332
C -3.45402 1.27169 -2.03474
C -4.90606 1.41212 -1.69642
C -5.47653 2.66724 -1.49084
C -6.81821 2.78853 -1.15482
C -7.60673 1.65400 -1.02264
C -7.05069 0.40009 -1.23484
C -5.70956 0.28073 -1.56972
H -3.82547 2.74612 0.68121
H -2.39109 3.56850 0.03661
H -2.25767 2.59786 1.51683
H -4.24704 0.00213 0.75232
H -2.69018 -0.29656 1.57508
H -3.12402 -1.23214 0.12665
H -3.28389 0.38705 -2.64822
H -3.08823 2.14641 -2.57414
H -4.86780 3.55741 -1.60721
H -7.24649 3.77107 -1.00394
H -8.65399 1.74795 -0.76545
H -7.66546 -0.48632 -1.14528
H -5.27410 -0.69787 -1.74386
*
```

# C3H10N3

The ion C3H10N3 with charge +1 (ωB97M-V/def2-TZVPD, the OMol25 dataset).

E_tot	-284.32434	Eh
ΔE to the lowest compared entry with this formula, charge and spin	1.405	eV
HOMO level	-13.9	eV

The geometry in ORCA input format:
```
! RIJCOSX wB97M-V def2-TZVPD def2/J DEFGRID3
* xyz 1 1
C -2.44844 0.42126 -0.65235
N -1.47249 -0.07986 0.29098
N -0.16436 -0.08706 -0.27539
C 1.00334 -0.10477 0.35720
C 2.24356 -0.06924 -0.45239
N 1.04306 -0.18616 1.67164
H -2.27584 1.48278 -0.82264
H -2.43551 -0.11083 -1.60992
H -3.42861 0.29980 -0.20012
H -1.71718 -1.02095 0.60032
H -0.13812 0.00725 -1.29054
H 2.27281 -0.90752 -1.14681
H 3.12150 -0.11708 0.18514
H 2.29065 0.84710 -1.03947
H 1.91593 -0.23072 2.17240
H 0.18972 -0.14400 2.21195
*
```

# C30H47BClN8O5OsP2S2

A structure of composition C30H47BClN8O5OsP2S2 (ωB97M-V/def2-TZVPD, the OMol25 dataset).

E_tot	-4040.47397	Eh
ΔE to the lowest compared entry with this formula, charge and spin	0.689	eV
HOMO level (spin up / spin down)	-9.8 / -9.8	eV

The geometry in ORCA input format:
```
! RIJCOSX wB97M-V def2-TZVPD def2/J DEFGRID3
* xyz 1 1
Os 0.77873 -0.46385 -0.20995
C 1.01339 1.09682 -5.25279
N 0.94953 1.91689 -4.05161
C 1.06954 3.29083 -4.01559
C 0.92075 3.65501 -2.72665
N 0.69547 2.51946 -1.97240
B 0.18939 2.60719 -0.47391
N 1.31618 2.95170 0.53336
C 1.65472 4.25769 0.85481
C 2.48885 4.23075 1.91027
N 2.66439 2.90036 2.24203
C 3.46523 2.39702 3.34885
C 1.94444 2.13890 1.39514
S 2.02868 0.40690 1.49384
C 0.72241 1.46703 -2.80266
S 0.49268 -0.22765 -2.48245
H 1.45900 1.69377 -6.04339
H 0.01704 0.77538 -5.55063
H 1.62630 0.21751 -5.06212
H 1.25652 3.86730 -4.90336
H 0.93990 4.63383 -2.28326
H -0.62752 3.49801 -0.43692
H -1.24823 1.21824 -0.48996
H 1.24467 5.09336 0.31814
H 2.98024 5.01851 2.45180
H 4.14025 3.18543 3.66928
H 4.03954 1.53249 3.02067
H 2.82397 2.10021 4.17716
C -5.52597 1.68304 -1.14618
N -5.02033 1.47824 0.20275
C -6.04141 1.22087 1.20880
P -3.41344 1.23976 0.44472
O -0.37307 1.32844 -0.08106
O -3.36992 -0.40522 0.90874
P -2.34400 -1.56955 0.93879
O -0.90216 -1.19678 0.73268
N -2.79296 -2.58072 -0.26281
C -1.84851 -3.31925 -1.09773
C -4.13509 -3.15074 -0.24236
N -2.50340 -2.17720 2.44840
C -1.56324 -3.23433 2.83392
C -3.77065 -2.23170 3.16845
N -3.21637 1.87420 2.00592
C -1.97005 1.55723 2.70035
C -3.56993 3.28279 2.17042
H -6.20100 2.54079 -1.16820
H -6.07314 0.80495 -1.50058
H -4.70106 1.87732 -1.82980
H -6.75529 2.04671 1.24253
H -5.58003 1.12252 2.18868
H -6.59115 0.30385 0.97643
H -0.83408 -2.95319 -0.96207
H -2.12156 -3.21310 -2.14954
H -1.86122 -4.38213 -0.83994
H -4.78920 -2.58699 0.42150
H -4.11319 -4.19227 0.09051
H -4.56942 -3.11605 -1.24311
H -0.60773 -3.09876 2.33114
H -1.95810 -4.22780 2.59826
H -1.38907 -3.17693 3.90829
H -4.40462 -1.39441 2.88909
H -3.57020 -2.16424 4.23843
H -4.30396 -3.16913 2.98128
H -1.64089 0.53834 2.51379
H -2.12278 1.65844 3.77661
H -1.16071 2.23598 2.40330
H -4.35881 3.57024 1.47814
H -2.70563 3.93551 2.00163
H -3.93355 3.45620 3.18510
Cl 4.20709 -8.41654 -0.89924
C 3.60710 -6.83438 -0.50211
C 2.62127 -6.26774 -1.29434
C 2.15459 -5.00132 -0.98012
C 2.65980 -4.31745 0.11972
C 3.63981 -4.90951 0.90740
C 4.12427 -6.17005 0.59807
C 2.18980 -2.94060 0.47924
O 2.48737 -2.40843 1.53730
O 1.46081 -2.36619 -0.43764
H 2.23139 -6.81400 -2.14158
H 1.39208 -4.53770 -1.59081
H 4.01580 -4.37012 1.76602
H 4.89094 -6.63809 1.19908
C 2.97278 -0.36206 -1.05185
C 3.57104 0.94391 -1.34804
C 3.55461 1.43466 -2.65315
C 4.12974 2.65716 -2.96103
C 4.73233 3.40652 -1.95971
C 4.79332 2.91541 -0.66430
C 4.23024 1.68365 -0.36268
H 3.25797 -0.84405 -0.13312
H 2.68662 -0.99332 -1.87421
H 3.11370 0.82603 -3.43013
H 4.12566 3.02155 -3.98032
H 5.18597 4.36002 -2.19831
H 5.30504 3.48170 0.10388
H 4.31968 1.26697 0.62898
*
```

# C22H53N2O10

A cluster of 6 separate species, C22H53N2O10 in total (ωB97M-V/def2-TZVPD, the OMol25 dataset).

E_tot	-1731.56494	Eh
ΔE to the lowest compared entry with this formula, charge and spin	0.989	eV
HOMO level	-1.7	eV

The geometry in ORCA input format:
```
! RIJCOSX wB97M-V def2-TZVPD def2/J DEFGRID3
* xyz -1 1
C 3.02022 0.18072 1.46511
C 3.96960 0.44905 0.57756
N 4.72143 0.51391 -0.69401
N 5.86907 -0.28080 -0.51190
H 2.20236 -0.24582 2.15125
H 6.45767 -0.11897 -1.35627
H 5.63510 -1.28482 -0.41728
C 5.06505 2.87783 -4.52167
O 4.18183 1.76699 -4.53492
C 3.37778 1.69857 -3.35345
C 1.96792 2.21892 -3.61399
O 1.97438 3.62388 -3.88659
C 1.85655 3.90215 -5.27334
H 5.46681 3.00531 -5.53054
H 4.55674 3.80192 -4.23352
H 5.89666 2.68176 -3.83738
H 3.85004 2.23865 -2.52739
H 3.31619 0.64459 -3.07000
H 1.36703 2.07395 -2.71021
H 1.48645 1.66459 -4.42842
H 0.82424 3.73134 -5.59779
H 2.53413 3.28922 -5.87207
H 2.10566 4.95312 -5.43277
C 0.13693 -1.45340 0.22220
O -0.34164 -0.94239 1.46006
C -1.65434 -0.39895 1.35355
C -2.70125 -1.36729 1.89439
O -2.80037 -2.53509 1.07767
C -2.12027 -3.64567 1.64483
H 1.02649 -2.05389 0.42350
H -0.60404 -2.08778 -0.27286
H 0.41795 -0.62510 -0.43499
H -1.87784 -0.11616 0.31900
H -1.67204 0.51209 1.96053
H -3.68101 -0.87789 1.86773
H -2.48889 -1.63512 2.93569
H -2.70251 -4.04514 2.48215
H -1.11876 -3.37919 1.98967
H -2.02997 -4.41825 0.87915
C -0.57307 5.10971 0.33000
O -0.55447 5.72901 1.60969
C -1.74014 5.46770 2.35690
C -1.50776 4.38248 3.40372
O -1.26082 3.11860 2.79184
C 0.12458 2.78354 2.78197
H 0.43789 5.14896 -0.08150
H -0.88169 4.06281 0.38632
H -1.24332 5.66033 -0.33847
H -2.57007 5.20141 1.69305
H -2.00636 6.39847 2.86865
H -2.41761 4.27233 4.00455
H -0.69061 4.65620 4.08055
H 0.43735 2.48223 3.78661
H 0.74415 3.61473 2.44017
H 0.26759 1.94189 2.10229
C 0.01995 -1.41560 -5.73133
O -0.62891 -0.36812 -5.02377
C -1.29109 0.54576 -5.89703
C -2.79316 0.28297 -5.93626
O -3.08404 -0.97365 -6.54853
C -3.38064 -1.98264 -5.59170
H 0.29477 -2.19141 -5.01305
H -0.62959 -1.86154 -6.48933
H 0.93329 -1.03568 -6.20022
H -0.85879 0.50854 -6.90298
H -1.12052 1.55041 -5.49690
H -3.26930 1.05375 -6.55210
H -3.22927 0.33946 -4.93266
H -4.38474 -1.82249 -5.18606
H -2.65494 -1.99804 -4.77588
H -3.35599 -2.94955 -6.09729
C -0.02644 -4.63557 8.35125
O -0.04248 -5.51435 7.23519
C -1.36745 -5.84039 6.82001
C -1.77731 -5.03572 5.59047
O -1.89828 -3.64755 5.89681
C -0.76862 -2.89863 5.46151
H 0.98808 -4.24601 8.46252
H -0.70729 -3.79108 8.21723
H -0.29019 -5.18606 9.26033
H -2.08043 -5.69602 7.63919
H -1.36755 -6.90377 6.55988
H -2.76540 -5.37548 5.26104
H -1.07585 -5.19435 4.76370
H -0.80514 -2.77521 4.37486
H 0.17201 -3.37598 5.74381
H -0.81169 -1.91320 5.92826
*
```

# C4H6O2PS

A cluster of 2 separate species, C4H6O2PS in total (ωB97M-V/def2-TZVPD, the OMol25 dataset).

E_tot	-1045.97419	Eh
ΔE to the lowest compared entry with this formula, charge and spin	2.831	eV
HOMO level (spin up / spin down)	-5.1 / -5.1	eV

The geometry in ORCA input format:
```
! RIJCOSX wB97M-V def2-TZVPD def2/J DEFGRID3
* xyz -1 1
C -0.94919 2.30960 -0.86241
C 0.07219 2.38200 -0.25862
C -0.95292 -0.79954 -0.46919
C -0.42735 -0.69861 0.99212
O 3.25018 0.25583 0.99868
O 0.95227 -0.77145 1.09698
P 2.10535 -0.01269 0.16515
S 2.42811 -1.06435 -1.45121
H -1.97077 2.27861 -1.07238
H -0.07707 -0.73649 -1.14308
H -1.38982 -1.84591 -0.58307
H -1.60507 0.05491 -0.69516
H -0.80273 -1.50696 1.69414
H -0.63319 0.15507 1.58803
*
```